[1]
Molecular formula: C26H54Cl3N5O4PPdSi
Method: DFT, wB97M-V/def2-TZVPD

Summary:
Charge: -1
Multiplicity: 3
Lowest unoccupied orbital energy (spin up / spin down) (eV): 2.08 / 2.08
Gap between HOMO and LUMO (spin up / spin down) (Eh): 0.1973 / 0.2096

Geometry as XYZ:
```
95
Properties=species:S:1:pos:R:3:forces:R:3:mulliken_spin:R:1
C 0.40593 -1.74905 -3.66240 -0.218 0.865 0.177 -0.0113
C 0.36168 -3.20352 -3.39066 0.086 -1.834 0.361 0.0038
H 1.44083 -1.37011 -3.62363 -0.202 -0.082 0.019 0.0000
H -0.19596 -1.20780 -2.92126 0.281 -0.181 -0.217 0.0172
H 0.00426 -1.48703 -4.65221 0.090 -0.185 0.053 -0.0013
C 0.92509 -4.09146 -4.22574 -0.396 0.087 0.275 0.0051
C 1.55601 -3.74881 -5.53323 0.288 0.144 -0.451 -0.0002
H 0.90212 -5.16067 -4.00480 -0.171 0.316 0.069 -0.0001
H 2.27440 -2.92129 -5.46482 -0.126 -0.063 0.028 0.0001
H 0.81144 -3.46595 -6.29038 0.035 0.074 0.095 0.0000
H 2.08673 -4.61275 -5.93966 0.068 0.042 0.002 0.0001
Pd -0.33303 -1.35982 0.05435 0.284 1.463 -0.060 1.4189
Cl -1.69564 -2.54914 1.47859 -0.948 -0.399 1.520 0.1679
Cl -1.88964 -0.20836 -1.56316 -0.182 -0.069 0.094 0.2087
H 2.23809 0.37848 3.59064 -0.058 0.251 -0.090 -0.0004
H -1.24688 1.68296 4.67270 0.239 0.120 -0.031 -0.0001
C 1.80923 1.36462 3.36877 0.117 0.047 -0.155 -0.0013
C -0.39032 2.20037 4.22086 -0.278 -0.110 -0.346 0.0011
N 0.35954 1.28869 3.36168 0.001 0.306 0.635 -0.0010
H 2.18516 1.68800 2.38929 -0.005 -0.043 0.225 0.0008
C -0.21341 0.48385 2.46672 1.036 -0.977 -1.558 -0.0040
O 0.50069 -0.09177 1.60236 -1.075 1.354 2.321 0.0102
H -0.77477 3.05982 3.64600 0.155 -0.207 0.152 -0.0002
H -1.29896 0.31727 2.52786 0.243 0.133 -0.088 0.0053
H 2.10078 2.07796 4.14395 0.100 -0.137 -0.193 0.0002
H 0.28246 2.56350 5.00353 -0.285 -0.127 -0.059 0.0001
H 1.06271 3.11936 -3.14382 0.212 0.087 0.317 -0.0002
H 3.43808 0.66072 -1.61493 0.080 0.355 0.261 -0.0002
C 1.59576 3.26421 -2.18982 -0.393 -0.323 0.147 0.0016
C 3.15640 1.60356 -1.11752 0.149 -0.218 -0.039 -0.0009
N 1.81256 1.97590 -1.52085 0.614 0.602 -0.069 0.0019
H 1.00846 3.96271 -1.56799 0.271 -0.265 -0.155 -0.0001
C 0.86340 1.06985 -1.29606 0.259 -2.054 0.542 0.0027
O 1.17907 -0.08867 -0.88831 -0.007 2.787 -1.248 0.0633
H 3.18438 1.44217 -0.02630 0.114 0.004 -0.407 0.0003
H -0.17343 1.38271 -1.48513 0.174 -0.304 0.037 -0.0012
H 2.58395 3.69701 -2.39015 -0.419 -0.031 -0.014 0.0002
H 3.82516 2.41752 -1.40602 0.090 -0.247 0.141 -0.0001
O -0.74571 -2.79276 -1.15094 -0.031 -3.099 -2.716 0.0936
C -0.44284 -3.73294 -2.14992 -0.192 1.507 1.044 0.0168
C 1.44089 -5.35817 -1.56943 0.176 -0.618 -0.082 0.0125
C 0.10456 -4.99278 -1.45992 0.201 0.649 -0.643 -0.0086
H 2.14832 -4.64971 -2.00007 -0.274 -0.400 -0.060 0.0014
C 1.85617 -6.63802 -1.17979 -0.206 0.340 0.085 -0.0027
H -1.44028 -4.00586 -2.54495 0.194 -0.225 -0.264 0.0042
C -0.76346 -5.77183 -0.70066 0.156 -0.582 -0.121 0.0015
H 2.88315 -6.95051 -1.36975 -0.170 0.032 0.140 -0.0001
C 0.94003 -7.50307 -0.58110 0.072 -0.012 0.172 0.0042
C -0.34892 -7.04463 -0.28777 -0.119 0.310 0.064 -0.0033
H -1.75094 -5.37097 -0.46024 0.229 -0.215 -0.165 0.0003
H 1.24463 -8.51616 -0.30108 -0.131 0.322 -0.074 0.0003
H -1.04880 -7.68070 0.25689 0.210 0.107 -0.110 -0.0003
Si 3.72512 -3.34224 1.02421 -1.453 -0.543 1.549 0.0017
Cl 4.20270 -3.32097 -0.92826 0.331 0.233 -1.446 0.0001
C 4.81822 -4.71519 1.70986 0.322 0.103 0.362 0.0003
C 1.93725 -3.82178 1.41136 0.389 -0.034 -0.055 0.0059
C 3.91807 -1.60961 1.71710 0.478 0.385 0.415 0.0000
H 4.59907 -5.65922 1.18463 -0.013 0.366 0.102 0.0002
H 4.62191 -4.87799 2.78289 0.038 0.054 -0.302 0.0001
H 5.89292 -4.50304 1.59357 -0.288 -0.060 -0.004 0.0001
H 4.39694 -0.91832 1.00928 -0.023 -0.237 0.140 -0.0001
H 4.51978 -1.61037 2.64761 -0.208 0.016 -0.362 -0.0001
H 2.93284 -1.18076 1.95838 0.192 -0.271 -0.169 -0.0003
H 1.55657 -4.70003 0.88385 0.139 0.108 0.046 0.0056
H 1.22392 -3.00770 1.24274 0.141 -0.117 -0.035 -0.0002
H 1.89810 -4.04871 2.48813 0.034 0.090 -0.112 -0.0004
C -0.98550 5.92881 1.16155 -0.066 0.060 -0.170 0.0000
N -2.03794 5.32675 0.33348 0.430 -0.313 -0.010 0.0000
C -1.82881 5.59319 -1.09212 -0.047 0.066 0.071 -0.0002
P -2.47930 3.75486 0.77612 -0.451 0.155 -0.778 -0.0032
O -1.42005 2.71991 0.83963 -0.416 0.412 0.223 -0.0010
N -3.18399 4.07909 2.26358 -0.061 -0.040 0.008 0.0001
C -3.61430 2.96452 3.10906 0.116 0.006 -0.038 0.0005
C -3.88335 5.32847 2.54982 0.055 -0.086 0.137 0.0000
N -3.65189 3.41610 -0.37921 -0.001 0.574 0.426 -0.0010
C -3.87996 2.02662 -0.74911 0.555 -0.353 -0.058 -0.0107
C -4.86997 4.21975 -0.41324 0.095 -0.133 0.067 0.0000
H -0.94910 7.00407 0.93863 0.037 -0.177 0.102 0.0000
H 0.00637 5.49469 0.94660 -0.218 0.081 0.087 0.0000
H -1.20707 5.80114 2.22744 0.059 -0.031 -0.259 0.0000
H -0.86329 5.20284 -1.45712 -0.232 0.076 0.068 0.0001
H -2.63748 5.14200 -1.67524 0.291 0.100 0.113 0.0000
H -1.84136 6.68178 -1.23926 0.038 -0.183 -0.029 0.0000
H -3.06106 2.04593 2.86428 -0.176 0.371 -0.019 0.0002
H -3.41528 3.22021 4.16137 -0.085 -0.125 -0.181 0.0000
H -4.69536 2.76491 3.00036 0.277 0.048 0.008 0.0000
H -3.59264 5.66970 3.55424 -0.133 0.015 -0.105 0.0000
H -3.60840 6.10108 1.82359 -0.138 -0.283 0.225 0.0000
H -4.97684 5.19271 2.53659 0.194 0.043 0.005 0.0000
H -4.32709 1.43647 0.07147 0.049 0.083 -0.300 0.0013
H -4.55036 2.01187 -1.61935 0.179 -0.095 0.200 -0.0018
H -2.91402 1.56648 -1.03484 -0.843 0.151 0.310 -0.0039
H -5.51411 4.03383 0.46132 0.010 0.112 -0.124 -0.0001
H -4.65025 5.28942 -0.48595 -0.012 -0.084 0.133 0.0000
H -5.43013 3.92184 -1.30874 0.077 0.161 0.195 0.0002
```
Positions in Å, forces in eV/Å.

---

[2]
Molecular formula: C26H54ClNO4P2Pd
Method: DFT, wB97M-V/def2-TZVPD

Summary:
Lowest unoccupied orbital energy (eV): -4.84
Gap between HOMO and LUMO (Eh): 0.1109

Geometry as XYZ:
```
89
Properties=species:S:1:pos:R:3:forces:R:3:lowdin_charge:R:1
C -3.48209 -4.37322 8.89089 0.279 0.150 0.395 -0.1353
C -3.05470 -3.09023 9.80578 -0.759 -0.599 -0.815 -0.2444
C -2.52164 -1.85947 8.91771 0.264 0.029 0.504 -0.2333
C -3.68295 -1.00531 8.20498 0.809 -0.039 -1.098 -0.2073
C -3.91827 -1.54140 6.68466 -0.565 0.258 0.506 -0.2120
C -5.30881 -0.99976 6.05111 0.386 -0.396 -0.277 -0.2143
C -5.10684 -0.27687 4.62128 -0.009 -0.485 0.408 -0.2250
C -4.89440 -1.34466 3.41740 -0.334 0.876 0.726 -0.2062
C -4.79439 -0.62891 1.97124 -0.294 -1.167 0.271 -0.2045
C -3.41516 -1.03917 1.25304 -0.633 0.393 -1.197 -0.1989
C -3.69307 -1.29471 -0.33620 0.722 0.221 0.259 -0.2075
C -3.19913 -2.75567 -0.81664 -0.046 0.568 -0.819 -0.1981
C -2.01347 -2.62089 -1.91084 0.282 -0.178 0.066 -0.2097
C -0.79094 -3.65217 -1.63721 -0.051 0.630 0.093 -0.2025
C 0.46910 -2.86111 -0.96413 0.124 -1.114 -0.140 -0.2121
C 1.72866 -2.77395 -1.99668 0.138 -0.625 1.339 -0.2050
C 2.85883 -1.75457 -1.46266 -0.791 0.720 0.303 -0.2090
C 3.20093 -0.55616 -2.48944 0.437 -0.309 0.318 -0.2132
C 4.41253 -0.87344 -3.50166 0.081 -0.767 0.325 -0.1776
C 5.61560 0.19271 -3.47401 0.103 -0.850 -0.199 -0.0939
C 5.41578 1.46226 -4.43449 -0.379 1.208 -0.279 -0.3108
C 6.96522 1.71460 -4.96817 7.733 2.050 -3.433 -0.4415
O 7.84128 1.84656 -4.04581 -4.146 -0.814 -1.993 0.0385
O 7.30082 1.81848 -6.29412 -3.529 -0.917 5.655 -0.0421
C 4.44360 1.35418 -5.71835 0.242 1.751 -1.277 -0.1274
O 3.21519 2.04383 -5.29270 1.178 -1.008 0.923 -0.4085
P 3.43206 3.14497 -3.94682 1.494 0.210 0.111 0.4519
P 1.20372 3.07454 -3.90122 -2.583 0.252 -1.162 0.7044
N 0.52722 4.31255 -4.67232 -0.198 -0.991 0.285 -0.2911
C 3.60061 4.66301 -5.09088 0.083 2.393 -0.875 -0.6682
Cl 5.32404 4.65171 -5.77568 -1.542 -0.375 0.426 0.7097
C 3.40988 6.08767 -4.37354 -0.023 1.166 -0.537 -0.3016
C 2.25055 7.00981 -5.06431 -0.646 -1.499 0.800 -0.1338
O 5.14489 2.75452 -3.82393 -0.219 -3.844 -0.944 -0.2457
H -3.01853 -4.27638 7.84847 -0.786 -0.269 1.456 0.0592
H -3.08503 -5.33401 9.37015 -0.569 1.312 -0.723 0.0659
H -4.61981 -4.47703 8.83259 1.623 0.207 -0.168 0.0717
H -4.01728 -2.77398 10.35120 1.656 -0.289 -0.526 0.1011
H -2.29366 -3.48469 10.55991 -0.927 0.957 -0.994 0.0971
H -1.86342 -1.18036 9.58462 -1.188 -0.976 -0.994 0.1060
H -1.81498 -2.24755 8.09417 -1.031 0.469 1.225 0.1086
H -3.30151 0.07319 8.09068 -0.774 -1.441 0.371 0.1092
H -4.67274 -1.00095 8.78080 1.464 -0.093 -0.703 0.1092
H -3.96648 -2.68251 6.72827 0.247 1.596 -0.231 0.0850
H -3.03615 -1.20866 6.01523 -1.300 -0.635 1.132 0.1147
H -5.97182 -1.93894 5.91319 0.754 1.704 0.185 0.1093
H -5.83004 -0.28076 6.78455 0.807 -1.098 -1.108 0.1055
H -6.01414 0.40362 4.44498 1.247 -1.073 -0.054 0.1075
H -4.18672 0.40587 4.68885 -1.244 -0.900 -0.138 0.1108
H -3.93070 -1.92891 3.60524 -1.303 0.791 -0.128 0.0974
H -5.76277 -2.10520 3.46658 1.321 1.224 -0.211 0.1137
H -5.66727 -1.05842 1.34570 1.449 0.754 0.868 0.1028
H -4.97687 0.50594 2.01996 0.523 -1.702 0.059 0.1150
H -2.96910 -2.00304 1.67043 -0.789 1.350 -0.313 0.0906
H -2.61430 -0.21718 1.34631 -1.257 -1.222 0.051 0.1101
H -3.12285 -0.45032 -0.88836 -0.931 -1.578 0.570 0.1012
H -4.79262 -1.17533 -0.62313 1.465 -0.063 0.704 0.0968
H -4.10988 -3.27055 -1.31210 1.604 0.591 0.866 0.1105
H -2.83799 -3.41451 0.05621 -0.634 1.147 -1.234 0.1004
H -2.46505 -2.72613 -2.96103 0.760 0.029 1.491 0.1062
H -1.55078 -1.56549 -1.85625 -0.872 -1.554 -0.098 0.0905
H -0.45422 -4.19325 -2.60078 -0.484 0.922 1.524 0.1083
H -1.14346 -4.44903 -0.89837 0.437 0.990 -1.117 0.0944
H 0.76482 -3.49438 -0.04002 -0.111 1.175 -1.467 0.1122
H 0.17288 -1.83114 -0.55195 0.316 -1.407 -0.830 0.1015
H 1.35133 -2.54233 -3.04984 0.619 -0.193 1.416 0.1089
H 2.20065 -3.82511 -1.97327 -0.865 1.510 -0.458 0.1122
H 3.80085 -2.30274 -1.08958 -1.352 0.857 -0.813 0.1152
H 2.41003 -1.24142 -0.52389 0.767 -0.843 -1.430 0.1050
H 3.50671 0.34442 -1.82733 -0.648 -1.267 -1.249 0.1008
H 2.26568 -0.34622 -3.11511 1.167 0.054 1.082 0.1019
H 4.02712 -1.08379 -4.57242 0.654 0.538 1.764 0.1122
H 4.86783 -1.88201 -3.15611 -0.570 1.645 -0.579 0.1180
H 6.54862 -0.36613 -3.86645 -1.533 0.979 0.558 0.1387
H 5.88587 0.48117 -2.38705 -0.572 -0.078 -1.897 0.1506
H 4.33028 0.33326 -6.22197 -0.264 1.150 1.502 0.1396
H 4.75410 2.01627 -6.61626 0.483 -1.144 1.817 0.1192
H 3.55138 3.97969 -2.75285 -0.157 -0.031 -0.542 0.0226
H 3.30398 2.07951 -2.97350 -0.288 -0.291 -0.274 0.0574
H 0.78665 1.85723 -4.55030 0.471 0.326 0.910 0.0041
H 0.79629 2.96892 -2.51870 0.562 0.101 -0.595 0.0028
H -0.04493 3.94340 -5.45913 0.722 0.478 0.525 -0.0006
H 2.88065 4.60259 -5.97513 0.985 -0.315 1.229 0.0829
H 4.38708 6.68458 -4.49288 -1.400 -1.178 0.405 0.0700
H 3.16034 6.04167 -3.26144 0.510 -0.344 -1.491 0.0944
H 1.36834 7.00856 -4.31657 1.326 0.287 -1.454 0.0731
H 1.85519 6.50762 -6.01970 0.712 1.065 1.345 0.0720
H 2.59750 8.09272 -5.23627 -0.439 -1.082 0.115 0.0009
Pd 4.07628 9.19854 -5.73662 0.029 -0.042 -0.017 0.0615
```
Positions in Å, forces in eV/Å.